# 1
14
Properties=species:S:1:pos:R:3:forces:R:3 method="wB97M-V/def2-TZVPD" total_charge=+1 orbital_gap_ha=0.44074 relative_energy_kj_mol=48.9 e_homo_ev=-15.59
H 2.632 -0.820 0.501 0.1632 -0.4176 -0.1093
H 2.455 -0.399 2.053 -0.2021 0.0473 0.2055
H -1.061 -0.041 0.964 0.2663 -0.0497 0.2131
H -1.938 -0.730 -1.179 0.1177 -0.6744 -0.4633
O -0.199 0.177 0.585 -0.4772 0.1913 -0.7049
H 0.338 0.473 -1.386 0.3440 -0.1230 -0.2974
H -1.858 0.748 -2.241 -0.7405 -0.2874 -0.2028
N 1.996 -0.893 1.291 0.0141 0.7695 -0.3793
H -0.412 1.846 -0.548 -0.1245 0.1673 -0.4710
H 1.845 -1.859 1.561 0.0248 -0.1607 -0.1045
H -2.552 0.774 -0.568 -0.2778 0.1150 -0.4384
C -1.811 0.331 -1.239 0.1566 1.1576 0.5130
C -0.476 0.783 -0.756 0.5487 -0.2854 1.6659
H 1.041 -0.389 0.962 0.1866 -0.4498 0.5735

# 2
49
Properties=species:S:1:pos:R:3:forces:R:3 method="wB97M-V/def2-TZVPD" total_charge=0 orbital_gap_ha=0.34122 relative_energy_kj_mol=6.3 e_homo_ev=-8.85
H 1.992 -1.161 -0.019 0.0585 0.0442 -0.0063
C -2.556 -0.036 1.736 -0.1777 0.1348 0.0394
H 2.266 4.200 4.328 0.0705 0.0252 0.0380
H -2.353 3.237 1.492 -0.0958 0.0248 -0.1006
H -0.902 0.788 4.668 -0.0380 -0.0792 0.0614
C 1.772 -1.946 0.700 -0.4701 -0.2682 -0.3722
H 1.820 -4.068 -4.851 0.0520 -0.0994 -0.0624
C 0.239 -1.558 -2.305 -0.1129 0.1375 -0.0635
C 0.856 -2.177 -4.586 -0.2742 0.2866 1.0245
H 0.598 1.075 -7.256 0.0182 0.0590 -0.0600
C 0.774 -2.763 -1.902 0.0212 -0.0021 0.6336
H -0.187 -0.874 -1.586 -0.0603 0.0973 0.0889
H 1.035 2.265 4.924 0.0758 0.0058 0.0719
C 0.450 3.598 3.357 0.0074 -0.0055 0.0143
C -0.521 3.856 2.396 0.0308 -0.0184 0.0222
C -1.612 3.023 2.249 0.0105 -0.0189 0.0593
H 1.598 -0.697 2.446 -0.0130 -0.0579 -0.0330
H 2.228 4.497 2.586 0.0941 0.0426 -0.0153
H -3.124 0.411 3.772 -0.0745 0.0260 0.0213
H -0.415 4.719 1.754 0.0049 0.0999 -0.0733
C 0.294 2.485 4.169 0.0707 0.0408 -0.0211
N 0.822 -1.750 -5.880 0.2932 -0.3349 -0.9431
O -0.639 -3.024 0.312 -0.0778 0.2954 -0.1187
C -0.800 1.650 4.023 -0.0864 0.0301 -0.0219
N -1.341 -0.745 2.056 -0.3461 -0.0681 0.2285
C 1.342 -3.669 -2.790 0.1256 -0.1937 0.0400
O -0.131 0.082 0.345 0.1432 0.2687 -0.3205
H 1.734 -4.590 -2.391 0.0800 -0.1259 -0.0294
C 1.388 -3.384 -4.139 -0.0896 0.1216 0.0050
C -0.220 -0.624 1.332 0.1821 -0.1388 0.6275
O 1.316 -4.478 0.023 0.3128 -0.0032 -0.1659
H -1.379 -1.415 2.806 0.1565 -0.0274 -0.1125
C 0.096 0.109 -7.290 -0.0483 0.1471 -0.1930
S 0.714 -3.182 -0.158 0.3279 -0.2941 -0.1420
H 1.307 5.533 3.670 0.0561 0.0783 0.0274
C 0.284 -1.271 -3.658 0.1517 -0.2379 -0.2043
C -2.913 0.960 2.851 0.1817 -0.0658 -0.2625
H -2.365 0.501 0.804 -0.0986 -0.0966 0.0766
H 0.663 -2.211 2.518 0.0132 0.0723 0.1332
C -1.768 1.908 3.063 -0.1532 -0.0120 0.1476
S -0.292 0.134 -4.495 0.1926 -0.3111 -0.3053
H -0.962 0.288 -7.475 -0.0433 0.0280 -0.0672
H 2.675 -2.469 0.997 0.0320 -0.0852 -0.0590
H -3.813 1.503 2.559 -0.0665 -0.0241 0.0644
C 0.275 -0.604 -6.007 -0.2721 0.3788 0.6661
H 0.510 -0.489 -8.096 0.0070 -0.0088 -0.0097
C 1.633 4.508 3.498 -0.0166 0.0126 -0.0378
C 0.984 -1.395 1.870 -0.2051 0.0650 -0.2254
H -3.372 -0.748 1.581 0.0502 0.0547 -0.0649

# 3
131
Properties=species:S:1:pos:R:3:forces:R:3 method="wB97M-V/def2-TZVPD" total_charge=+1 orbital_gap_ha=0.23469 e_homo_ev=-10.23
H -7.894 5.900 7.028 -0.0961 0.0923 0.0815
Cl -8.578 0.129 6.056 0.0321 -0.0131 0.0554
C -1.250 -0.985 5.758 1.1337 -0.2349 0.6544
H -2.735 -1.869 1.454 0.2281 0.3748 0.0231
C -0.682 -1.913 4.884 -1.2965 -0.1736 -1.3809
H 0.402 -1.854 -2.175 -0.0436 0.8050 0.6292
C -0.738 5.581 -6.824 0.0493 -0.0252 0.0085
Cl 5.876 -1.863 -0.514 0.0490 -0.2574 -0.2345
C 3.200 0.485 -7.221 -0.0006 0.1420 0.1399
H 0.033 -1.755 0.157 -0.3952 -0.0123 0.4441
H 7.200 -0.060 0.218 -0.1038 -0.0411 0.0386
Cl 0.307 -4.389 -1.586 0.1922 -0.2186 0.3461
H 3.223 1.487 -7.637 0.0177 -0.0945 -0.1289
C 0.749 -0.970 -2.727 -0.9690 -0.9695 -1.7562
H -1.721 -0.482 1.941 0.0878 -0.3989 0.0291
H -3.139 -1.217 5.389 0.0959 0.0986 0.0391
Cl 0.108 -6.093 0.778 -0.0463 0.0252 -0.0501
H -1.640 -3.577 3.964 -0.1210 0.4430 -0.0625
C 2.957 -0.220 2.885 -0.8124 -0.3325 -0.1630
H 2.473 -5.337 9.041 0.0783 0.0408 -0.0700
H -0.557 1.549 -1.458 0.4164 -0.4545 -0.1297
F -0.647 2.306 -3.825 0.4672 -0.5267 0.7080
O -2.540 -0.515 5.669 0.0998 -0.0946 -0.0436
O 1.682 1.504 0.655 -0.3981 -0.7591 -1.1722
C 2.420 0.338 0.398 1.3723 -0.5673 1.0363
C -2.863 2.874 1.573 0.8703 -0.2344 -0.0876
H 1.469 -0.591 7.747 -0.2225 -0.1122 -0.2421
C -1.429 2.503 1.974 0.0407 0.6670 0.0518
F -3.247 2.325 0.387 0.0839 0.0347 0.3002
H -0.022 0.593 1.295 0.1058 -0.3403 -0.8181
H 1.067 -3.065 4.262 -0.3406 0.2292 0.1366
H -0.811 -3.305 2.020 -0.1192 0.2136 -0.1347
H -7.275 2.027 6.546 -0.0139 -0.0453 -0.1129
Cl -2.971 4.033 5.504 0.0434 -0.0153 -0.1124
H -1.140 -0.133 -3.593 0.4109 -0.1309 0.2035
Cl 3.696 -5.161 -5.813 0.0376 0.0226 -0.0043
Cl -8.424 8.183 7.229 0.0776 -0.0045 -0.0529
C 2.331 -0.719 1.542 0.0008 0.3597 0.4579
N 0.197 -3.116 -4.521 -0.2905 0.1687 -0.3368
C 0.708 4.114 -3.130 -1.0348 0.7026 -0.6069
H -8.933 2.174 7.170 -0.0839 -0.0396 -0.0978
H -4.829 3.626 4.118 -0.0224 -0.0541 0.1290
H -8.829 6.495 5.639 -0.0812 0.0454 0.0481
Cl 1.773 -0.357 -7.837 -0.0565 0.0351 0.0851
Cl -2.926 -4.123 -3.356 -0.2524 -0.4280 0.3360
Cl 7.251 -1.545 2.042 0.0212 0.0467 -0.0171
H 0.187 -3.573 -3.607 -0.2372 0.3714 -0.5554
C -0.445 -0.496 6.808 -0.4641 -0.2195 -0.4845
C 1.433 -1.867 6.018 -0.5797 1.1351 -0.9001
H -0.876 4.506 -6.778 -0.0740 0.0426 -0.0855
Cl -8.773 2.812 4.911 -0.0226 0.0434 -0.0015
O 2.615 2.343 -2.002 -2.0206 0.4192 1.5043
C -1.548 -2.494 3.746 0.7241 -1.0011 0.8035
C 0.287 1.249 0.463 0.0293 0.8781 0.9805
C -4.579 4.379 4.854 -0.0343 0.0659 -0.1053
C 7.255 -1.138 0.324 0.0878 0.1387 0.0847
C -0.236 -0.692 -3.875 0.1351 0.0861 -0.8771
H 3.884 -0.780 3.061 -0.1483 0.5085 0.1329
C -2.855 -5.153 -4.798 -0.0200 -0.1237 -0.1752
Cl 3.411 -2.730 -4.220 0.2586 0.0913 0.0410
C 0.648 2.634 -3.713 -1.3442 1.7350 -1.1210
F -0.292 4.763 -3.771 0.3319 -0.3809 0.2672
H -1.407 1.547 2.515 -0.1046 0.2042 -0.3267
H 8.170 -1.510 -0.124 -0.0799 -0.0961 0.0210
H 3.108 0.869 2.909 0.1789 -0.4427 -0.1407
H -1.817 -5.385 -5.011 -0.0139 0.0794 0.0399
H 0.281 -0.083 -4.643 -0.1079 -0.1972 0.3581
F -2.923 4.214 1.404 -0.4820 -0.4258 0.1758
Cl -2.281 6.368 -6.472 0.0184 -0.0637 0.0954
Cl -3.558 -4.346 -6.199 0.0667 -0.0281 0.0069
H 4.686 -3.056 -6.172 -0.1521 0.0246 0.0292
H -0.894 0.208 7.514 0.2953 -0.2281 -0.1818
H -0.999 2.991 -0.087 0.3644 -0.1600 0.1303
H -4.567 5.361 4.392 0.0234 0.0192 0.1386
Cl 4.165 0.864 0.413 -0.4792 0.3313 -0.2001
H -1.811 -0.600 -1.657 0.3879 0.4334 0.0738
C 4.467 -3.659 -5.297 0.2060 -0.0719 -0.1406
C -8.324 1.857 6.329 0.0101 0.0302 0.1315
H 7.226 1.828 -8.400 0.0128 0.0763 -0.0705
Cl 4.127 -3.707 8.647 0.0029 0.0005 0.0243
C 7.610 1.479 -9.352 -0.0016 -0.0501 0.0760
Cl 1.374 -3.752 7.674 0.0841 -1.4529 1.3684
N 1.033 0.215 -1.813 0.5475 -2.0895 0.4079
C 0.643 -2.355 4.978 0.3930 0.6285 0.7927
C -0.743 -1.994 -4.611 -0.3949 0.4475 0.8639
C -1.307 -0.280 -0.734 -0.3309 -0.8373 0.3534
H -2.579 -2.101 3.759 0.4096 0.0246 -0.2260
H 0.130 -6.738 -1.484 0.1223 0.1054 0.0232
H -3.408 -6.066 -4.602 -0.0706 0.1021 0.0421
H -1.389 -5.930 -1.030 0.0403 0.1374 0.0125
H 3.137 -0.297 -1.561 -0.5734 0.2430 -0.0606
Cl 9.203 2.194 -9.621 0.0123 -0.0375 0.0664
H -1.146 3.276 2.709 -0.2237 -0.4193 -0.1151
H -1.738 -2.270 -4.194 0.6761 0.4926 -0.3213
Cl 4.695 -0.349 -7.665 0.0247 0.0076 0.0477
F 1.824 4.737 -3.468 -0.0321 -0.5689 0.7051
H 7.708 0.399 -9.340 0.0287 0.0432 -0.1044
S 1.794 1.492 -2.802 4.9010 1.3631 -1.0823
H 2.138 -3.820 9.904 0.0306 0.0836 -0.0780
H 1.701 -1.310 -3.176 -0.3607 0.6100 0.3356
H 5.383 -3.897 -4.768 -0.1047 -0.0364 0.0772
H 2.235 -0.440 3.687 0.4361 -0.0599 -0.1458
H -1.494 -2.413 -0.392 0.2536 0.2631 0.1240
H -2.062 0.317 -0.189 0.3922 0.0484 -0.4060
C -1.050 -1.551 0.135 -0.1582 0.1716 -0.5933
C -0.309 -5.918 -0.927 -0.1735 -0.2637 0.1429
C -0.436 2.602 0.774 -0.3412 -0.2549 0.2644
H -0.905 -1.680 -5.654 0.1876 -0.4358 0.2929
H 2.845 -1.647 1.231 -0.1390 0.4626 -0.0986
F 0.427 4.168 -1.830 0.5743 -0.2067 -0.3133
Cl 6.470 1.932 -10.625 -0.0770 -0.0392 0.0471
Cl -5.808 4.361 6.124 0.0963 0.0609 0.0067
H 2.032 -1.411 -0.807 -0.4279 0.4795 -0.2421
Cl -10.212 5.883 7.444 0.0316 -0.0990 -0.0461
F 1.114 2.753 -4.966 0.2946 -0.6515 0.6249
H -0.010 5.895 -6.083 -0.0374 0.1111 -0.0705
C 2.476 -4.254 8.970 -0.1952 -0.2953 0.1256
C -8.730 6.519 6.719 0.0334 -0.0447 -0.0294
H 2.465 -2.173 6.162 -0.2878 0.2447 -0.3196
H 0.331 3.348 1.032 -0.1491 -0.3930 -0.2694
F -3.763 2.471 2.486 0.1887 0.3908 -0.2765
H -0.116 -3.834 -5.168 0.3283 0.1098 -0.1004
H 1.288 -1.012 1.757 0.2401 0.1682 -0.3801
O 2.672 0.912 -3.775 -1.9101 -1.5944 -0.5945
C -0.111 0.674 -0.947 -1.6692 1.4724 0.6151
C 0.853 -0.955 6.919 0.5651 0.5433 0.0693
N -0.909 -2.378 2.421 -0.5925 0.4862 0.3838
Cl -0.137 6.010 -8.428 0.0606 -0.0656 0.0298
C 2.197 -0.336 -0.985 0.7745 0.0281 0.8647
C -1.689 -1.509 1.542 0.5183 -0.5494 -0.6756
H 3.136 0.532 -6.139 0.0252 -0.1289 -0.0537

# 4
17
Properties=species:S:1:pos:R:3:forces:R:3 method="wB97M-V/def2-TZVPD" total_charge=0 orbital_gap_ha=0.36211 relative_energy_kj_mol=251.8 e_homo_ev=-9.10
H -0.887 -1.468 1.212 0.0007 0.1302 -0.2233
H -0.726 0.827 -2.582 -0.1266 -0.0325 0.0050
O 2.375 0.350 0.126 -1.1606 -0.4349 -0.7322
H -0.309 1.432 1.326 -0.2109 -0.1600 0.1164
H 0.168 -1.432 -1.485 0.4692 0.5595 -0.0492
N 0.634 1.553 1.004 -0.2512 -0.4314 -0.5624
O -1.169 0.004 -0.734 0.3485 0.0408 0.5352
H 2.066 -1.094 2.093 -0.1977 0.0930 -0.2191
N -0.292 -1.800 0.454 0.1653 0.9387 -1.9604
N 1.259 -0.499 1.964 0.2630 1.0515 -0.9202
C 1.396 0.404 0.845 2.3314 0.4507 3.8616
H 0.878 -0.137 2.826 0.1088 0.2069 -0.2209
H -1.821 -0.583 -2.615 -0.0591 0.3123 0.1365
H -2.400 1.004 -1.991 0.0792 -0.1474 -0.0075
H 0.664 2.149 0.196 0.0953 0.1142 -0.2011
C -1.548 0.326 -2.057 0.3442 -0.1311 -0.5094
C -0.289 -1.037 -0.581 -2.1994 -2.5605 0.9509